1.
73
Properties=species:S:1:pos:R:3 method="wB97M-V/def2-TZVPD" energy_ha=-2293.66227 molar_mass_g_mol=771.87 de_lowest_kj_mol=120.4 charge=+2 homo_lumo_gap_ha=0.3015
O 0.51 -4.74 0.10
H -2.89 -0.24 -0.20
F 1.51 -0.26 -2.72
C 5.16 0.24 3.43
H 1.91 1.09 2.99
H -4.39 -2.92 2.11
H -2.34 -1.49 2.39
H -2.49 -3.06 0.50
O -0.04 -2.70 0.74
C -4.37 -0.85 2.02
C -0.08 4.83 2.76
C -0.17 2.67 1.72
B 2.45 -1.29 -2.44
H -1.66 3.43 3.07
C 2.94 0.87 2.74
C -1.44 1.59 -3.60
C -1.76 1.25 -4.91
H 3.30 -1.72 0.55
C 0.85 -3.56 0.55
H 5.05 0.78 0.08
H 2.14 -6.04 0.32
H 3.49 0.46 4.77
H 6.63 0.14 1.87
N -4.85 -2.19 1.56
C 1.11 5.11 2.10
H -1.11 3.15 -2.16
F 1.62 -2.29 -1.73
C -2.03 3.59 -5.39
H -0.50 5.57 3.43
N 2.13 -3.30 0.84
C 4.70 0.70 1.11
C -4.52 -2.41 0.11
H -2.76 -2.43 -1.11
H -4.91 -0.10 1.45
H 2.10 -5.08 -1.20
C 1.51 -5.61 -0.46
H -2.54 0.24 2.10
N 2.46 -1.95 1.08
H 2.66 -1.81 2.06
H 2.86 -3.97 0.69
C 1.04 2.93 1.08
N -1.13 0.57 -2.64
H 5.85 -0.03 4.21
N -2.49 -0.98 0.38
C -0.72 3.62 2.56
C 3.83 0.51 3.74
H 2.60 4.37 0.74
C -3.01 -2.28 -0.07
H -2.27 4.38 -6.10
C 3.38 0.96 1.42
Te 2.03 1.50 -0.14
O -0.96 -1.49 -2.02
C 1.67 4.16 1.26
H -2.31 2.01 -6.82
C 5.59 0.33 2.11
H -4.86 -3.40 -0.19
F 3.30 -0.79 -1.42
Y 0.25 -0.76 -0.49
C -1.39 2.92 -3.18
H -5.86 -2.29 1.72
N -1.28 -0.64 -2.95
H -4.61 -0.72 3.08
H -5.06 -1.66 -0.46
C -2.87 -0.75 1.78
H -1.65 4.95 -3.78
H 0.96 -6.42 -0.94
F 3.08 -1.82 -3.49
C -1.69 3.92 -4.09
H 1.61 6.06 2.25
H -1.76 0.22 -5.22
C -2.06 2.27 -5.80
O -0.73 0.93 -1.42
H -0.67 1.72 1.55

---

2.
71
Properties=species:S:1:pos:R:3 method="wB97M-V/def2-TZVPD" energy_ha=-1830.87617 molar_mass_g_mol=712.49 de_lowest_kj_mol=104.7 charge=0 homo_lumo_gap_ha=0.2933
C 3.22 -0.20 2.88
C -3.58 -1.15 -1.28
H 2.24 0.91 5.14
C -4.06 1.97 -0.64
H 2.75 3.78 1.39
H -3.57 1.91 -1.61
C 2.06 0.51 3.07
H -1.36 1.15 4.29
N -2.35 -1.51 -0.86
H -2.38 -4.78 1.26
C -3.36 -3.46 0.04
C 4.46 -0.94 0.70
H 0.05 2.51 -4.01
C -2.23 -2.66 -0.23
H 2.47 -2.19 -4.93
C 1.51 3.31 -0.29
N 1.49 0.70 1.85
O 0.33 -2.36 0.61
C 2.06 4.27 0.71
C 3.32 -0.36 1.48
C -2.01 1.85 2.39
H 2.12 -4.13 -0.12
H -5.65 -1.68 -1.37
C 1.63 3.31 -1.66
C 0.93 2.18 -2.11
C 0.69 -1.78 -2.84
H -1.25 -2.96 0.11
B 0.43 1.75 1.47
H 2.14 4.04 -2.27
H 1.27 4.73 1.30
H -4.16 2.34 2.30
H -2.50 2.50 4.34
C 0.80 -2.44 -0.52
H 1.62 1.71 -4.07
H 3.92 -0.52 3.64
N -1.14 1.46 1.44
N -3.21 -4.65 0.70
H 0.64 0.36 4.67
N 0.38 -1.58 -1.53
H 1.14 2.01 4.30
H -4.92 1.30 -0.62
C -1.65 2.09 3.81
H -4.44 2.99 -0.52
H 4.96 -1.73 1.26
Pt -0.84 -0.07 -0.88
C -3.09 1.70 0.47
H -4.06 -5.07 1.04
N 0.79 2.24 0.06
C 2.06 -3.65 -2.18
H 5.20 -0.16 0.48
H 2.45 -3.95 -4.66
H 2.60 5.06 0.18
C 1.73 -3.49 -0.89
H 0.55 2.64 2.27
C 0.68 1.77 -3.52
C 1.88 -3.03 -4.56
C -4.66 -1.96 -1.02
H 4.11 -1.34 -0.25
N -1.82 1.36 0.24
O 0.26 -1.10 -3.76
C 1.49 0.97 4.36
N -4.57 -3.10 -0.34
N 1.54 -2.85 -3.16
H 0.97 -3.09 -5.15
C -3.26 2.00 1.81
N 2.28 0.16 0.88
H -0.81 2.77 3.90
H 2.74 -4.42 -2.52
H 0.19 0.80 -3.56
N 0.44 1.54 -1.05
H -3.66 -0.26 -1.86

---

3.
74
Properties=species:S:1:pos:R:3 method="wB97M-V/def2-TZVPD" energy_ha=-5324.07400 spin_multiplicity=2 molar_mass_g_mol=877.34 de_lowest_kj_mol=85.1 charge=+3 homo_lumo_gap_ha="0.2395 / 0.2355"
C 5.15 2.53 0.86
O 1.69 -0.81 0.27
H 0.91 3.13 -2.70
H 1.18 0.24 -3.68
H -4.79 2.31 1.46
C 1.25 -5.60 -2.96
H 1.88 3.03 3.14
P -1.35 -3.97 1.63
F -1.63 -4.81 0.33
C 0.39 -4.88 -3.78
F 0.08 -3.66 0.98
H 1.85 1.51 -1.11
C 0.53 2.26 -3.24
H 6.21 2.74 0.83
H -0.03 -5.33 -4.68
H 1.77 -3.18 -0.64
H 2.92 0.38 2.26
H -4.56 -0.22 2.83
Br 2.94 -5.92 -0.68
H 2.41 0.09 -1.54
C 1.50 1.10 -3.09
C 2.91 3.09 0.20
C 0.18 2.58 4.39
F -1.46 -1.51 -0.27
H 0.57 3.13 5.23
N 0.56 -3.04 -2.32
C -1.59 1.28 3.41
C 4.27 3.34 0.15
C -3.73 2.30 1.22
H 5.36 0.85 2.18
F -1.04 -5.00 2.69
O -0.52 -1.03 -2.63
W -0.03 -0.27 -0.38
H -4.37 0.88 -1.23
H 2.20 3.75 -0.30
H -3.20 2.81 2.03
N -1.34 0.63 1.06
C 0.93 2.53 3.21
O 1.05 1.76 0.92
H -3.12 -1.24 2.67
H -4.27 -0.81 -0.82
H -4.48 -1.45 1.58
H -1.84 1.64 -0.97
H 2.50 1.39 -3.41
H 0.49 2.54 -4.29
C 4.67 1.47 1.62
C 0.17 -1.74 -1.93
C -3.70 0.11 -0.85
C -0.86 1.92 -2.76
H -2.54 0.78 3.51
N 1.59 0.67 -1.66
F -1.17 -2.60 2.38
C 3.31 1.20 1.66
C -3.89 -0.71 2.11
F -2.89 -3.75 1.74
C 2.46 2.01 0.94
H 4.65 4.19 -0.41
H -1.53 2.78 -2.89
C 0.04 -3.60 -3.45
H -2.92 -0.06 -1.60
H -0.63 -2.98 -4.03
C 1.42 -3.71 -1.51
H -1.61 1.97 5.42
C -1.06 1.94 4.48
Si -3.21 0.54 0.91
H -3.62 2.91 0.31
N -0.88 1.58 -1.29
H 1.53 -6.62 -3.21
C 1.77 -5.00 -1.81
C -0.87 1.19 2.18
H -1.28 1.08 -3.31
H -0.41 2.34 -0.78
C 0.42 1.83 2.14
O 0.70 -0.85 1.30